Computed, not measured: a cluster of 2 separate species, CH6O2 in total, with wB97M-V/def2-TZVPD.

Last columns: bonded neighbours and bond lengths (Å).
Geometry (Å):
1 O -1.05 1.05 0.06  C3 1.519, H5 1.129
2 O 2.25 -0.05 0.01  H6 0.958, H8 1.067
3 C -1.37 -0.43 -0.03  O1 1.519, H4 1.047, H7 1.228, H9 1.143
4 H -1.07 -1.13 -0.76  C3 1.047
5 H -0.06 1.07 -0.49  O1 1.129
6 H 2.37 0.32 0.88  O2 0.958
7 H -2.57 -0.68 -0.11  C3 1.228
8 H 2.78 0.64 -0.61  O2 1.067
9 H -1.28 -0.78 1.05  C3 1.143

energy relative to the best compared isomer or geometry (same formula, charge and spin): 173.4 kJ/mol
LUMO level: 0.5167 eV
SMILES string: CO.O
HOMO: -9.99 eV
gap between HOMO and LUMO: 10.5 eV